A:
{
  "formula": "C3H7ClS",
  "method": "ωB97M-V/def2-TZVPD",
  "homo_energy_ha": [-0.31338, -0.31679],
  "elements": ["C", "S", "C", "C", "Cl", "H", "H", "H", "H", "H", "H", "H"],
  "coordinates": [[-0.854, 0.939, 1.102], [0.292, 0.318, 0.024], [-0.196, 0.784, -1.535], [0.108, -1.492, 0.115], [2.686, -0.218, 0.499], [-0.988, 0.249, 2.026], [-0.935, 1.966, 1.360], [0.442, 0.760, -2.365], [-0.701, 1.709, -1.588], [-0.359, -1.545, 1.040], [-0.569, -1.500, -0.709], [1.074, -1.971, 0.031]]
}

***

B:
{
  "formula": "C3H7ClS",
  "method": "ωB97M-V/def2-TZVPD",
  "homo_energy_ha": -0.33013,
  "elements": ["C", "C", "C", "H", "H", "H", "H", "H", "H", "H", "S", "Cl"],
  "coordinates": [[0.485, 0.841, -0.742], [0.287, -0.139, 0.415], [-0.965, -0.161, 0.890], [-0.485, 1.636, -0.646], [1.500, 1.409, -0.747], [0.353, 0.530, -1.663], [1.095, 0.031, 1.319], [0.634, -1.586, -1.323], [-1.417, 0.831, 1.026], [-1.016, -0.702, 1.935], [1.248, -1.530, -0.041], [-1.717, -1.159, -0.425]]
}

***

Which of them is the least stable? Correct choice: A.